(1)
A molecular structure, C2H5N3O3, computed with wB97M-V/def2-TZVPD.

Properties
strongest force on any atom	0.1337	Eh/bohr
energy relative to the best compared isomer or geometry (same formula, charge and spin)	5.832	eV
gap between HOMO and LUMO	9.81	eV

Each line ends with the Mulliken charge.
Positions of all 13 atoms, in Å:
C (0.63, 0.48, 0.02)  0.704
C (-2.11, -0.45, 0.02)  0.176
H (1.51, -2.05, -0.67)  0.371
H (2.82, 0.23, -0.52)  0.216
H (0.71, 2.02, -1.31)  0.221
H (-1.63, 1.02, 1.34)  0.359
H (-3.14, -0.09, 0.33)  0.274
N (1.85, -0.04, -0.15)  -0.134
N (0.18, 1.64, -0.44)  -0.731
N (-1.29, 0.02, 1.01)  -0.209
O (2.02, -1.41, 0.24)  -0.473
O (0.20, -0.21, 1.04)  -0.238
O (-1.76, -1.18, -0.92)  -0.536

***

(2)
2 unconnected molecules or ions with the total composition C2H5N3O3, computed with wB97M-V/def2-TZVPD.

Properties
strongest force on any atom	0.0484	Eh/bohr
energy relative to the best compared isomer or geometry (same formula, charge and spin)	6.281	eV
gap between HOMO and LUMO	8.58	eV

Each line ends with the Mulliken charge.
Positions of all 13 atoms, in Å:
C (-1.07, -1.47, 0.37)  -0.634
N (0.50, 1.58, -0.03)  -0.310
N (1.17, 1.03, -1.24)  -0.463
C (-0.13, 0.54, -0.98)  0.757
O (0.14, -0.81, 0.02)  -0.435
N (0.78, 0.40, 1.53)  0.452
O (1.88, 0.17, 1.67)  -0.158
O (-1.19, 0.55, -1.57)  -0.601
H (0.16, 2.53, -0.18)  0.249
H (1.92, 0.40, -0.95)  0.314
H (-1.73, -1.51, -0.50)  0.290
H (-1.59, -0.92, 1.16)  0.297
H (-0.84, -2.48, 0.70)  0.242

***

(3)
C2H5N3O3 in the gas phase, computed with wB97M-V/def2-TZVPD.

Properties
SMILES	N/N=C\OC(=O)NO
strongest force on any atom	0.1129	Eh/bohr
energy relative to the best compared isomer or geometry (same formula, charge and spin)	4.559	eV
gap between HOMO and LUMO	9.38	eV

Each line ends with the Mulliken charge.
Positions of all 13 atoms, in Å:
C (1.34, -0.71, -0.08)  0.063
C (0.05, 0.96, 1.24)  0.492
H (0.76, -2.94, -2.24)  0.306
H (-0.51, -1.64, -1.73)  0.244
H (2.14, -0.53, 0.66)  0.333
H (-1.52, 1.87, 2.03)  0.355
H (-2.37, 2.24, -0.32)  0.365
N (0.50, -1.78, -2.08)  -0.504
N (1.47, -1.68, -0.93)  -0.288
N (-0.96, 1.90, 1.04)  -0.177
O (0.47, 0.33, -0.03)  -0.337
O (0.56, 0.59, 2.22)  -0.445
O (-1.92, 1.37, 0.22)  -0.408

***

(4)
A molecular structure, C2H5N3OS, computed with wB97M-V/def2-TZVPD.

Properties
strongest force on any atom	0.1094	Eh/bohr
energy relative to the best compared isomer or geometry (same formula, charge and spin)	2.983	eV
gap between HOMO and LUMO	9.39	eV

Each line ends with the Mulliken charge.
Positions of all 12 atoms, in Å:
C (0.59, -0.55, 1.23)  0.587
C (-0.54, 0.15, -1.45)  0.543
H (0.97, -0.66, 3.12)  0.280
H (1.53, 0.94, 2.45)  0.249
H (-0.93, -1.85, 0.58)  0.341
H (-0.57, 2.19, -2.13)  0.349
H (-1.05, 0.51, -3.22)  0.315
N (1.36, -0.10, 2.33)  -0.546
N (-0.19, -1.50, 1.27)  -0.660
N (-0.33, 0.94, -2.63)  -0.590
O (-1.37, -0.82, -1.38)  -0.589
S (0.53, 0.75, -0.16)  -0.279

***

(5)
A gas-phase ion, C2H5N3P (charge +1), computed with wB97M-V/def2-TZVPD.

Properties
total charge	+1
⟨S²⟩	2.02
2S+1	3
strongest force on any atom	0.0660	Eh/bohr
energy relative to the best compared isomer or geometry (same formula, charge and spin)	2.594	eV
gap between HOMO and LUMO (spin up / spin down)	8.23 / 6.68	eV

Each line ends with the Mulliken charge.
Positions of all 11 atoms, in Å:
C (-0.63, 1.76, -0.10)  0.176
C (-0.83, -0.70, 0.25)  -0.363
N (1.72, 1.26, 0.21)  -0.279
N (0.52, -1.10, -0.08)  -0.210
N (-1.21, 0.66, -0.28)  -0.187
P (1.96, -0.20, -0.23)  0.286
H (2.65, 1.63, -0.08)  0.299
H (-1.66, -1.38, -0.09)  0.372
H (-0.93, -0.60, 1.27)  0.347
H (0.64, -2.02, -0.41)  0.293
H (-2.22, 0.68, -0.45)  0.266

***

(6)
C2H5N3S in the gas phase, computed with wB97M-V/def2-TZVPD.

Properties
strongest force on any atom	0.0627	Eh/bohr
energy relative to the best compared isomer or geometry (same formula, charge and spin)	7.147	eV
gap between HOMO and LUMO (spin up / spin down)	7.77 / 8.12	eV

Each line ends with the Mulliken charge.
Positions of all 11 atoms, in Å:
C (0.61, 0.52, -0.45)  0.458
C (-0.59, 0.41, 0.50)  -0.966
N (1.38, 1.61, -0.47)  -0.564
N (3.03, 0.72, 0.72)  -0.305
N (1.47, -0.73, -0.57)  -0.354
S (3.05, -0.54, -0.02)  0.285
H (0.23, 0.57, -1.47)  0.302
H (-0.08, 0.10, 1.44)  0.207
H (-1.20, -0.45, -0.01)  0.283
H (-0.92, 1.43, 0.55)  0.351
H (1.35, -1.25, -1.53)  0.303

***

(7)
A gas-phase ion, C2H5N3S (charge +2), computed with wB97M-V/def2-TZVPD.

Properties
total charge	+2
strongest force on any atom	0.0757	Eh/bohr
energy relative to the best compared isomer or geometry (same formula, charge and spin)	2.684	eV
gap between HOMO and LUMO (spin up / spin down)	8.94 / 8.94	eV

Each line ends with the Mulliken charge.
Positions of all 11 atoms, in Å:
C (-0.45, 1.26, 0.19)  0.077
C (0.36, -0.51, -1.19)  0.057
N (-1.44, 0.52, 0.54)  -0.406
N (0.55, 0.62, -0.61)  0.029
N (-0.04, -2.27, 0.40)  -0.148
S (-0.97, -1.61, -0.54)  0.515
H (-0.42, 2.27, 0.67)  0.404
H (1.11, -1.14, -1.70)  0.423
H (-2.07, 0.90, 1.29)  0.332
H (1.45, 1.09, -0.79)  0.335
H (0.15, -3.05, 1.00)  0.381

***

(8)
2 unconnected molecules or ions with the total composition C2H5N3S2, computed with wB97M-V/def2-TZVPD.

Properties
strongest force on any atom	0.1031	Eh/bohr
energy relative to the best compared isomer or geometry (same formula, charge and spin)	5.977	eV
gap between HOMO and LUMO	7.61	eV

Each line ends with the Mulliken charge.
Positions of all 12 atoms, in Å:
C (0.94, -0.13, 0.48)  0.523
C (1.49, -0.02, -0.86)  0.053
H (-1.63, 0.11, 2.42)  0.142
H (-1.00, -0.03, -0.32)  0.217
H (2.64, 0.44, 1.42)  0.228
H (2.52, -0.35, -0.85)  0.398
H (-0.82, 0.15, -3.61)  0.218
N (-0.48, -0.41, 0.60)  -0.246
N (1.71, -0.08, 1.57)  -0.658
N (0.79, 0.48, -1.87)  -0.480
S (-1.07, -1.10, 2.10)  -0.139
S (-0.83, 1.14, -2.04)  -0.256

***

(9)
A gas-phase ion, C2H5N4 (charge +1), computed with wB97M-V/def2-TZVPD.

Properties
total charge	+1
strongest force on any atom	0.0520	Eh/bohr
energy relative to the best compared isomer or geometry (same formula, charge and spin)	3.629	eV
gap between HOMO and LUMO	10.89	eV

Each line ends with the Mulliken charge.
Positions of all 11 atoms, in Å:
C (-0.40, 0.12, -0.14)  0.682
C (0.84, -1.18, 1.62)  -0.091
N (0.24, -1.00, 0.32)  -0.198
N (1.65, -1.07, 0.65)  -0.025
N (-1.68, 0.19, 0.18)  -0.312
N (0.25, 0.94, -0.95)  -0.339
H (2.48, -0.75, 0.25)  0.292
H (-2.02, -0.70, 0.55)  0.277
H (-2.10, 1.08, 0.19)  0.240
H (-0.22, 1.80, -1.08)  0.214
H (0.95, 0.58, -1.59)  0.261

***

(10)
2 unconnected molecules or ions with the total composition C2H5N4O, computed with wB97M-V/def2-TZVPD.

Properties
total charge	+1
strongest force on any atom	0.1019	Eh/bohr
energy relative to the best compared isomer or geometry (same formula, charge and spin)	7.906	eV
gap between HOMO and LUMO (spin up / spin down)	6.66 / 10.03	eV

Each line ends with the Mulliken charge.
Positions of all 12 atoms, in Å:
C (-0.46, 0.80, 1.93)  -0.169
C (-0.86, 0.71, 0.56)  0.248
N (-0.11, 0.87, 3.01)  -0.201
N (-0.67, 1.87, -0.24)  0.131
N (-0.29, -0.37, -0.20)  0.156
N (0.92, -0.91, 0.08)  -0.449
O (-1.43, 2.22, -1.13)  -0.349
H (-2.44, 0.19, 0.49)  0.437
H (-0.59, -0.39, -1.17)  0.310
H (1.33, -1.46, -0.67)  0.292
H (0.30, 2.26, -0.23)  0.293
H (1.01, -1.33, 1.00)  0.300

***

(11)
2 unconnected molecules or ions with the total composition C2H5N4O3, computed with wB97M-V/def2-TZVPD.

Properties
total charge	+1
⟨S²⟩	2.01
2S+1	3
strongest force on any atom	0.1117	Eh/bohr
gap between HOMO and LUMO (spin up / spin down)	7.91 / 4.91	eV

Each line ends with the Mulliken charge.
Positions of all 14 atoms, in Å:
C (-2.04, 0.79, -0.15)  -0.067
C (1.54, -0.32, 0.04)  0.639
N (-1.05, -2.42, 0.01)  -0.593
N (-2.20, -0.43, 0.28)  -0.158
N (2.51, 0.62, 0.04)  -0.395
N (-1.50, -1.40, 0.08)  1.145
O (2.01, -1.58, 0.24)  -0.477
O (-2.95, 1.66, 0.26)  -0.321
O (0.37, -0.03, -0.17)  -0.604
H (-1.14, 0.96, -0.71)  0.547
H (1.41, -2.36, 0.01)  0.363
H (3.45, 0.35, 0.28)  0.240
H (2.18, 1.61, -0.10)  0.243
H (-2.61, 2.55, -0.11)  0.439

***

(12)
2 unconnected molecules or ions with the total composition C2H5N5O, computed with wB97M-V/def2-TZVPD.

Properties
strongest force on any atom	0.1426	Eh/bohr
energy relative to the best compared isomer or geometry (same formula, charge and spin)	6.720	eV
gap between HOMO and LUMO	9.16	eV

Each line ends with the Mulliken charge.
Positions of all 13 atoms, in Å:
C (0.11, -0.03, -0.79)  0.676
C (0.49, 0.64, 1.16)  0.309
H (-1.28, -0.58, -2.75)  0.338
H (-0.40, -2.28, -2.68)  0.277
H (-0.06, 0.87, 3.07)  0.335
H (1.93, 1.06, 2.88)  0.341
H (-1.30, -1.25, -0.21)  0.414
N (-0.75, -1.59, -1.96)  -0.646
N (0.50, -0.59, -1.89)  -0.557
N (0.85, 1.05, -0.21)  -0.492
N (0.85, 1.21, 2.37)  -0.511
N (-1.09, -0.18, -0.11)  -0.233
O (-0.63, -0.09, 1.25)  -0.254

***

(13)
C2H5N5O in the gas phase, computed with wB97M-V/def2-TZVPD.

Properties
SMILES	[H]/N=c1\[nH][nH]c(=O)n1N
strongest force on any atom	0.0224	Eh/bohr
energy relative to the best compared isomer or geometry (same formula, charge and spin)	0.328	eV
gap between HOMO and LUMO	10.27	eV

Each line ends with the Mulliken charge.
Positions of all 13 atoms, in Å:
C (0.15, 0.30, 0.77)  0.517
C (-0.15, -0.13, -1.46)  0.394
H (-1.58, -1.83, 0.68)  0.258
H (-0.03, -2.32, 0.77)  0.277
H (0.54, 0.82, 2.55)  0.224
H (1.37, 1.85, 0.35)  0.284
H (0.02, 1.83, -1.89)  0.286
N (-0.71, -1.89, 0.15)  -0.894
N (-0.30, -0.62, -0.15)  0.413
N (0.23, 0.04, 2.01)  -0.663
N (0.47, 1.47, 0.06)  -0.288
N (0.49, 1.10, -1.34)  -0.247
O (-0.49, -0.62, -2.51)  -0.563

***

(14)
C2H5N5O in the gas phase, computed with wB97M-V/def2-TZVPD.

Properties
SMILES	NNc1n[nH][nH]c1=O
strongest force on any atom	0.1116	Eh/bohr
energy relative to the best compared isomer or geometry (same formula, charge and spin)	4.201	eV
gap between HOMO and LUMO	9.16	eV

Each line ends with the Mulliken charge.
Positions of all 13 atoms, in Å:
C (-0.07, -0.24, -0.58)  0.435
C (0.79, 0.29, 0.60)  0.320
H (-0.69, -2.53, 1.31)  0.296
H (-1.61, -0.80, 1.69)  0.274
H (-1.57, -1.48, -1.22)  0.268
H (0.36, 2.38, -1.61)  0.272
H (2.12, 2.03, 0.28)  0.328
N (-1.54, -1.67, 0.99)  -0.590
N (-1.01, -1.33, -0.27)  -0.156
N (0.07, 0.51, -1.59)  -0.594
N (0.93, 1.51, -1.26)  -0.141
N (1.13, 1.65, 0.08)  -0.193
O (1.09, -0.33, 1.58)  -0.520

***

(15)
C2H5N5O in the gas phase, computed with wB97M-V/def2-TZVPD.

Properties
SMILES	N=C=NN(N)C(N)=O
strongest force on any atom	0.0680	Eh/bohr
energy relative to the best compared isomer or geometry (same formula, charge and spin)	2.260	eV
gap between HOMO and LUMO	8.90	eV

Each line ends with the Mulliken charge.
Positions of all 13 atoms, in Å:
C (0.64, -0.87, -0.13)  0.420
C (-1.49, 0.73, -0.29)  0.469
N (1.77, 1.38, 0.21)  -0.605
N (-0.28, -1.69, 0.46)  -0.346
N (-0.50, 1.28, 0.20)  -0.505
N (0.67, 0.59, 0.35)  0.475
N (-2.67, 0.45, -0.41)  -0.523
O (1.64, -1.28, -0.67)  -0.579
H (2.07, 1.49, -0.76)  0.233
H (2.53, 1.05, 0.79)  0.242
H (-0.10, -2.68, 0.42)  0.233
H (-1.05, -1.30, 0.98)  0.213
H (-3.24, 0.84, -1.15)  0.272

***

(16)
A molecular structure, C2H5N5O, computed with wB97M-V/def2-TZVPD.

Properties
strongest force on any atom	0.1190	Eh/bohr
energy relative to the best compared isomer or geometry (same formula, charge and spin)	8.966	eV
gap between HOMO and LUMO	8.71	eV

Each line ends with the Mulliken charge.
Positions of all 13 atoms, in Å:
C (-0.12, -0.25, -0.18)  0.244
C (-0.32, 1.09, 0.15)  0.103
H (-2.55, 0.22, -1.20)  0.271
H (-3.28, -0.78, 0.49)  0.308
H (-1.27, 1.56, 0.70)  0.428
H (3.22, -1.06, 0.02)  0.328
H (2.06, -0.84, 1.12)  0.270
N (-2.38, -0.04, -0.18)  -0.554
N (-1.13, -1.00, -0.09)  -0.473
N (0.68, 1.79, -0.06)  -0.346
N (1.31, -0.33, -0.60)  0.330
N (2.05, -1.27, 0.09)  -0.717
O (1.72, 0.91, -0.26)  -0.191

***

(17)
2 unconnected molecules or ions with the total composition C2H5N6O, computed with wB97M-V/def2-TZVPD.

Properties
total charge	+1
strongest force on any atom	0.0591	Eh/bohr
energy relative to the best compared isomer or geometry (same formula, charge and spin)	0.177	eV
gap between HOMO and LUMO	10.85	eV

Each line ends with the Mulliken charge.
Positions of all 14 atoms, in Å:
C (0.13, 0.33, 1.37)  0.591
C (-0.09, 0.35, -3.23)  0.357
N (-0.07, 0.64, -2.12)  -0.381
N (-0.51, -0.77, 0.78)  -0.142
N (-0.96, -2.98, 1.30)  -0.464
N (-0.61, -1.92, 1.16)  0.540
N (0.45, 0.28, 2.64)  -0.339
N (0.10, 1.36, 0.55)  -0.330
O (-0.01, -0.04, -4.44)  -0.425
H (-0.07, -0.28, 3.33)  0.252
H (1.11, 0.93, 2.96)  0.227
H (-0.22, 1.02, -0.47)  0.464
H (0.82, 2.08, 0.65)  0.283
H (-0.07, -1.00, -4.47)  0.368

***

(18)
C2H5NO in the gas phase, computed with wB97M-V/def2-TZVPD.

Properties
SMILES	CNC=O
strongest force on any atom	0.0227	Eh/bohr
energy relative to the best compared isomer or geometry (same formula, charge and spin)	0.656	eV
gap between HOMO and LUMO	10.71	eV

Each line ends with the Mulliken charge.
Positions of all 9 atoms, in Å:
C (-1.04, 0.05, 0.36)  -0.704
N (0.14, 0.35, -0.43)  -0.179
C (1.34, -0.23, -0.17)  0.063
O (1.53, -1.08, 0.67)  -0.553
H (-0.74, -0.24, 1.38)  0.265
H (-1.66, 0.95, 0.45)  0.273
H (-1.48, -0.78, -0.19)  0.280
H (-0.02, 0.81, -1.31)  0.227
H (2.13, 0.23, -0.78)  0.327

***

(19)
C2H5NO in the gas phase, computed with wB97M-V/def2-TZVPD.

Properties
SMILES	C=C(N)O
strongest force on any atom	0.0306	Eh/bohr
energy relative to the best compared isomer or geometry (same formula, charge and spin)	1.942	eV
gap between HOMO and LUMO	8.75	eV

Each line ends with the Mulliken charge.
Positions of all 9 atoms, in Å:
C (1.01, -0.07, 0.63)  -1.169
C (-0.13, -0.10, -0.13)  0.715
O (-0.32, -1.28, -0.75)  -0.531
N (-1.06, 0.86, -0.35)  -0.403
H (1.54, 0.83, 0.84)  0.257
H (0.64, -1.52, -0.59)  0.396
H (1.09, -0.89, 1.34)  0.279
H (-1.79, 0.75, -1.03)  0.225
H (-1.07, 1.65, 0.26)  0.231

***

(20)
2 unconnected molecules or ions with the total composition C2H5NO, computed with wB97M-V/def2-TZVPD.

Properties
strongest force on any atom	0.0749	Eh/bohr
energy relative to the best compared isomer or geometry (same formula, charge and spin)	3.219	eV
gap between HOMO and LUMO	9.07	eV

Each line ends with the Mulliken charge.
Positions of all 9 atoms, in Å:
C (-1.37, 0.27, -0.03)  0.370
C (0.85, 0.90, 0.00)  -0.998
N (-1.39, -1.04, 0.08)  -0.382
O (-2.19, 1.13, -0.12)  -0.440
H (0.86, 1.70, -0.72)  0.280
H (0.58, 1.20, 0.99)  0.364
H (1.75, 0.19, -0.15)  0.246
H (-0.45, -1.32, 0.56)  0.311
H (-2.26, -1.55, 0.20)  0.248